DFT (ωB97M-V/def2-TZVPD) results for a structure of composition C11H25N6O6PPdS.

Summary:
- ΔE to the lowest compared entry with this formula, charge and spin (kJ/mol) = 0.0
- net charge = -2
- HOMO-LUMO gap (eV) = 6.139
- HOMO (eV) = -1.3

Each line ends with the natural charge from an NBO analysis.
Atoms and positions in Å:
Pd (-0.38330, -0.77426, 1.13203)  0.3446
O (-1.90335, -4.64164, 1.41397)  -1.0586
S (-1.33358, -3.35907, 1.82150)  2.5656
O (-0.57137, -3.43907, 3.06621)  -1.0584
O (-0.41869, -2.84743, 0.69302)  -1.0903
O (-2.40705, -2.30235, 1.92624)  -1.1314
C (0.49577, 1.22210, -1.52814)  -0.4251
N (1.49827, 1.55367, -0.51300)  -0.7977
C (1.49672, 2.99688, -0.31444)  -0.4039
P (1.29468, 0.65270, 0.95279)  2.0406
O (-0.10296, 1.20635, 1.49157)  -1.1096
N (2.58766, -0.53828, 0.61347)  -0.7755
C (2.70615, -1.50492, 1.70464)  -0.4400
C (2.46622, -1.25318, -0.64644)  -0.4290
N (2.27639, 1.47143, 2.09269)  -0.8079
C (3.70709, 1.57394, 1.96580)  -0.3990
C (1.80054, 1.77156, 3.42091)  -0.3979
H (0.82435, 1.61264, -2.49839)  0.1694
H (-0.48569, 1.65393, -1.29128)  0.1969
H (0.36745, 0.14378, -1.60569)  0.2210
H (1.66115, 3.47872, -1.28392)  0.1725
H (2.29622, 3.29675, 0.36120)  0.1956
H (0.54207, 3.35863, 0.09217)  0.1841
H (2.75498, -0.98459, 2.66443)  0.1880
H (3.63745, -2.06972, 1.57565)  0.1669
H (1.86844, -2.21290, 1.74985)  0.2349
H (2.52206, -0.55098, -1.47851)  0.1929
H (1.53652, -1.83844, -0.71565)  0.2097
H (3.30508, -1.95334, -0.73463)  0.1710
H (4.00797, 1.43452, 0.93158)  0.2284
H (4.24271, 0.82838, 2.57512)  0.1629
H (4.03022, 2.57003, 2.30499)  0.1580
H (0.72845, 1.61101, 3.46860)  0.2543
H (2.01594, 2.81772, 3.68721)  0.1514
H (2.29350, 1.13276, 4.17087)  0.1552
C (-3.29477, -0.71027, -4.55439)  -0.4025
N (-3.28937, -0.45390, -3.13033)  -0.4323
C (-3.21204, -1.49605, -2.24972)  0.0681
C (-3.22996, -1.29875, -0.92505)  -0.3630
C (-3.26144, 0.07441, -0.49803)  0.4738
N (-3.35432, 1.09173, -1.33445)  -0.5933
C (-3.40224, 0.87696, -2.67447)  0.7526
O (-3.57717, 1.76435, -3.50873)  -0.7004
N (-3.18304, 0.31745, 0.83615)  -0.7993
H (-4.28858, -1.00430, -4.90557)  0.1786
H (-2.58664, -1.50765, -4.78386)  0.1886
H (-3.00774, 0.20437, -5.06379)  0.2412
H (-3.10217, -2.47994, -2.68864)  0.1996
H (-3.08121, -2.08885, -0.19827)  0.2965
H (-2.89806, -0.52125, 1.35935)  0.4391
H (-2.58931, 1.11434, 1.05339)  0.4131

Forces on atoms 1 to 2 (eV/Å):
Pd -0.135 -0.361 0.145
O -0.036 -0.018 -0.078

=====

DFT (ωB97M-V/def2-TZVPD) results for a cluster of 2 separate species, C3H7Br2OP in total.

Summary:
- ΔE to the lowest compared entry with this formula, charge and spin (kJ/mol) = 140.4
- HOMO-LUMO gap (eV) = 10.587
- HOMO (eV) = -10.6

Each line ends with the natural charge from an NBO analysis.
Atoms and positions in Å:
C (0.68918, -0.83941, -1.10561)  -0.6726
C (0.06806, 1.44399, -0.29810)  -0.6900
C (-0.20554, 0.06462, -0.32449)  -0.4766
O (-1.63751, 0.39739, 2.14059)  -1.0349
P (-0.60569, -0.36546, 1.44205)  1.6703
Br (1.37324, -0.54132, 2.36828)  -0.1918
Br (-1.11139, -2.58656, 1.40673)  -0.2320
H (0.26189, -1.06114, -2.20300)  0.2439
H (1.62083, -0.35134, -1.31873)  0.2263
H (0.74502, -1.77337, -0.45239)  0.2453
H (1.09586, 1.59285, 0.13763)  0.2138
H (-0.74948, 1.91541, 0.35198)  0.2483
H (0.11961, 1.97015, -1.32669)  0.2349
H (-1.66409, 0.13420, -0.81826)  0.2152

Forces on atoms 1 to 2 (eV/Å):
C -1.683 -2.002 -1.312
C 0.952 4.990 -0.079

=====

Which of these has the highest HOMO? C11H25N6O6PPdS

=====

Among the records above, which one has the lowest ΔE to the lowest compared entry with this formula, charge and spin? C11H25N6O6PPdS

=====

Repeat the second record exactly.
DFT (ωB97M-V/def2-TZVPD) results for a cluster of 2 separate species, C3H7Br2OP in total.

Summary:
- ΔE to the lowest compared entry with this formula, charge and spin (kJ/mol) = 140.4
- HOMO-LUMO gap (eV) = 10.587
- HOMO (eV) = -10.6

Each line ends with the natural charge from an NBO analysis.
Atoms and positions in Å:
C (0.68918, -0.83941, -1.10561)  -0.6726
C (0.06806, 1.44399, -0.29810)  -0.6900
C (-0.20554, 0.06462, -0.32449)  -0.4766
O (-1.63751, 0.39739, 2.14059)  -1.0349
P (-0.60569, -0.36546, 1.44205)  1.6703
Br (1.37324, -0.54132, 2.36828)  -0.1918
Br (-1.11139, -2.58656, 1.40673)  -0.2320
H (0.26189, -1.06114, -2.20300)  0.2439
H (1.62083, -0.35134, -1.31873)  0.2263
H (0.74502, -1.77337, -0.45239)  0.2453
H (1.09586, 1.59285, 0.13763)  0.2138
H (-0.74948, 1.91541, 0.35198)  0.2483
H (0.11961, 1.97015, -1.32669)  0.2349
H (-1.66409, 0.13420, -0.81826)  0.2152

Forces on atoms 1 to 2 (eV/Å):
C -1.683 -2.002 -1.312
C 0.952 4.990 -0.079